#a
Here is one molecule with the formula C2H2O3S from the Open Molecules 2025 dataset. Energies are from ωB97M-V/def2-TZVPD.

## Properties
Total charge ... 0
HOMO level ... -9.653 eV

Atoms and positions in Å:
O -0.699 0.223 0.503
H 1.446 -0.050 1.500
S 1.736 -0.775 -0.796
O -1.860 0.698 -1.448
O 3.137 -0.942 -0.463
C 0.869 -0.181 0.534
H -2.725 0.491 0.453
C -1.903 0.536 -0.283

=====

#b
Here is a 2-piece molecular cluster, C2H2O3S overall from the Open Molecules 2025 dataset. Energies are from ωB97M-V/def2-TZVPD.

## Properties
SMILES ... O=C=O.O=CS
Total charge ... 0
HOMO level ... -9.970 eV

Atoms and positions in Å:
O -1.166 0.241 -0.753
H 0.973 0.575 -1.287
C -2.064 0.029 -0.095
C 0.941 0.524 -0.267
S 1.439 -1.266 -0.026
H 1.938 -1.207 1.271
O 0.868 1.366 0.583
O -2.929 -0.262 0.572

=====

Which one is most stable, and which one is least stable? #b is the most stable of them, while #a is the least stable.

=====

#a
Here is one molecule with the formula C2H2O3S from the Open Molecules 2025 dataset. Energies are from ωB97M-V/def2-TZVPD.

## Properties
Total charge ... 0
HOMO level ... -10.581 eV

Atoms and positions in Å:
S -0.775 -0.073 0.037
H 1.568 0.632 -0.854
C -0.571 -1.197 -1.079
O 1.412 0.850 1.208
O -0.204 1.413 -0.173
O -1.369 -0.313 1.298
C 0.960 0.813 0.083
H -1.020 -2.124 -0.521

=====

#b
Here is a 2-piece molecular cluster, C2H2O3S overall from the Open Molecules 2025 dataset. Energies are from ωB97M-V/def2-TZVPD.

## Properties
Total charge ... 0
HOMO level ... -9.795 eV

Atoms and positions in Å:
S 2.025 0.123 -0.032
O 2.633 -0.035 1.266
H -0.388 -0.069 -0.607
O -0.237 -3.334 -0.178
H -0.086 -0.184 1.110
C -0.814 -2.401 0.179
C 0.293 -0.416 0.068
O 2.793 -0.136 -1.226

=====

#c
Here is a 2-piece molecular cluster, C2H2O3S overall from the Open Molecules 2025 dataset. Energies are from ωB97M-V/def2-TZVPD.

## Properties
Total charge ... 0
HOMO level ... -9.635 eV

Atoms and positions in Å:
H 2.929 -1.644 -0.301
C 2.552 -0.581 -0.393
S -3.080 0.451 0.405
H 3.297 0.188 -0.538
O -3.661 0.392 1.675
O -3.455 1.610 -0.399
C 1.270 -0.336 -0.285
O 0.148 -0.080 -0.165

=====

#d
Here is a 2-piece molecular cluster, C2H2O3S overall from the Open Molecules 2025 dataset. Energies are from ωB97M-V/def2-TZVPD.

## Properties
Total charge ... 0
HOMO level ... -9.608 eV

Atoms and positions in Å:
H 1.406 0.904 -0.545
O -1.435 0.736 -1.077
O -0.056 -1.890 -0.198
C 1.520 0.026 -0.038
H 2.245 0.094 0.711
C 0.620 -0.911 -0.106
S -2.277 0.246 -0.024
O -2.023 0.795 1.278

=====

Which one is most stable, and which one is least stable? #c is the most stable of them, while #a is the least stable.

=====

#a
Here is a 5-piece molecular cluster, CH11O5 overall from the Open Molecules 2025 dataset. Energies are from ωB97M-V/def2-TZVPD.

## Properties
Total charge ... -1
HOMO level ... -5.063 eV

Atoms and positions in Å:
O -0.339 0.048 -0.751
C -1.178 0.695 -1.649
H -1.251 1.604 -1.287
H -0.823 0.667 -2.665
O 2.113 -0.258 -1.446
H -0.091 0.895 0.439
H 1.405 -0.232 2.965
H 1.909 -1.210 -1.509
H 1.214 -0.052 -0.994
H -1.041 1.711 1.417
H -2.161 0.112 -1.722
H -0.234 -1.561 -0.459
H 0.462 0.912 2.766
O -0.141 1.618 1.232
O 0.760 0.319 3.462
H -0.550 -2.646 0.502
O -0.053 -2.622 -0.303

=====

#b
Here is a 5-piece molecular cluster, CH11O5 overall from the Open Molecules 2025 dataset. Energies are from ωB97M-V/def2-TZVPD.

## Properties
Total charge ... -1
HOMO level ... -4.523 eV

Atoms and positions in Å:
H 0.820 -1.770 -0.330
H 1.282 1.428 0.085
H -1.922 0.319 -1.825
C 1.100 -0.676 -0.479
H 1.196 -0.488 -1.550
H -1.260 -1.357 -0.628
O -2.305 1.022 -1.277
O 2.027 2.148 0.192
H -0.051 -0.305 3.068
H 1.491 2.831 0.586
O -0.049 0.167 -0.021
O 0.658 0.197 2.629
H -2.285 -2.491 -0.519
H 0.372 0.357 1.676
H 2.031 -0.395 0.121
H -1.505 1.104 -0.684
O -1.599 -2.091 -1.043

=====

Which one is most stable, and which one is least stable? #a is the most stable of them, while #b is the least stable.

=====

#a
Here is one molecule with the formula C3H10NO2P from the Open Molecules 2025 dataset. Energies are from ωB97M-V/def2-TZVPD.

## Properties
SMILES ... CC(C)[P@](N)(=O)O
Total charge ... 0
HOMO level ... -10.075 eV

Atoms and positions in Å:
H -1.127 2.289 0.631
H -0.195 2.147 -0.817
N 2.323 1.374 -0.024
O 1.671 -0.566 1.480
O 2.114 -0.797 -1.095
H 2.676 1.453 -0.977
H -0.226 -0.697 -2.080
C -0.855 1.659 -0.215
H -1.931 -0.562 -1.425
H -1.819 1.533 -0.689
C -0.365 0.133 -0.039
H -0.840 -1.825 -0.707
C -0.900 -0.772 -1.161
H -0.574 -0.200 0.952
H 2.462 -1.119 1.527
P 1.462 -0.044 0.020
H 2.232 2.270 0.423

=====

#b
Here is a 2-piece molecular cluster, C3H10NO2P overall from the Open Molecules 2025 dataset. Energies are from ωB97M-V/def2-TZVPD.

## Properties
Total charge ... 0
HOMO level (spin up / spin down) ... -9.978 / -8.686 eV

Atoms and positions in Å:
H -0.449 2.072 0.741
O -1.898 -1.604 1.129
C -0.165 0.331 -0.058
C 1.329 0.476 -0.288
O 0.559 -1.394 1.862
P -0.520 -1.401 0.632
H -1.646 1.128 1.175
N -0.666 1.126 1.031
H 1.498 -1.327 1.499
H -0.343 0.461 -2.170
H -1.448 1.393 -1.249
H 1.920 0.561 0.683
H 1.611 1.378 -0.767
C -0.943 0.383 -1.301
H 1.583 -0.498 -0.761
H -1.644 -0.383 -1.305
H 1.223 -2.704 -0.853

=====

Which one is most stable, and which one is least stable? #a is the most stable of them, while #b is the least stable.

=====

#a
Here is one molecule with the formula C3H9N2O from the Open Molecules 2025 dataset. Energies are from ωB97M-V/def2-TZVPD.

## Properties
Spin multiplicity ... 2
Total charge ... 0
<S²> ... 0.75
HOMO level (spin up / spin down) ... -3.456 / -10.935 eV

Atoms and positions in Å:
C -0.546 -0.571 -0.284
N -0.375 -1.425 1.017
H -1.221 1.915 -1.084
C 0.037 0.790 0.190
H -1.141 -1.265 1.708
C 0.481 -1.017 -1.331
H -1.578 -0.647 -0.602
H -0.361 -2.478 0.696
H -0.034 2.735 -0.183
H 0.400 -0.361 -2.204
H 1.487 -0.843 -0.933
O 0.939 0.874 1.003
H 0.497 -1.064 1.438
H 0.426 -2.058 -1.626
N -0.392 1.854 -0.524

=====

#b
Here is one molecule with the formula C3H9N2O from the Open Molecules 2025 dataset. Energies are from ωB97M-V/def2-TZVPD.

## Properties
Spin multiplicity ... 2
Total charge ... 0
<S²> ... 0.75
HOMO level (spin up / spin down) ... -9.220 / -9.180 eV

Atoms and positions in Å:
H 0.390 1.470 -0.117
C -0.306 -0.030 1.224
N -0.058 -0.169 -1.259
H -1.444 -1.202 2.482
H -0.388 0.302 -2.089
H -1.452 1.004 -0.223
N -1.407 -0.946 1.505
C 1.442 -0.206 -1.412
C -0.408 0.718 -0.116
H 1.624 -0.821 -2.329
H -0.165 0.727 2.000
H -2.261 -0.438 1.294
H 1.808 -0.782 -0.557
O 1.996 0.979 -1.583
H 0.629 -0.606 1.181

=====

Which one is most stable, and which one is least stable? #a is the most stable of them, while #b is the least stable.

=====

#a
Here is a 2-piece molecular cluster, C3H3FS2 overall from the Open Molecules 2025 dataset. Energies are from ωB97M-V/def2-TZVPD.

## Properties
Total charge ... 0
HOMO level ... -8.785 eV

Atoms and positions in Å:
C 0.950 -0.523 1.330
S 2.835 -0.789 0.920
H -0.073 -0.730 2.591
H -1.455 -1.044 0.114
H -1.703 1.657 -1.740
C -2.143 0.690 -1.174
F -3.469 0.513 -1.664
S 0.320 0.441 -0.027
C -1.478 0.009 -0.202

=====

#b
Here is one molecule with the formula C3H3FS2 from the Open Molecules 2025 dataset. Energies are from ωB97M-V/def2-TZVPD.

## Properties
SMILES ... F/C=C\C(=S)S
Total charge ... 0
HOMO level ... -8.815 eV

Atoms and positions in Å:
H -1.622 2.212 0.506
H 2.127 -1.416 0.271
C 0.155 -0.797 0.072
H -0.223 -1.798 0.267
S -0.460 1.934 -0.087
S -2.437 -0.257 -0.320
F 1.902 0.514 -0.536
C 1.458 -0.638 -0.021
C -0.899 0.245 -0.152

=====

#c
Here is a 2-piece molecular cluster, C3H3FS2 overall from the Open Molecules 2025 dataset. Energies are from ωB97M-V/def2-TZVPD.

## Properties
Total charge ... 0
HOMO level (spin up / spin down) ... -8.365 / -8.366 eV

Atoms and positions in Å:
F 2.589 -0.575 1.116
S 2.585 -0.553 -0.548
C -1.222 0.555 -0.276
H 0.480 -0.710 -0.222
C -0.507 1.556 -0.577
H 0.492 1.742 -0.513
S -1.517 -1.784 0.917
H -2.255 0.522 -0.014
C -0.645 -0.751 0.118

=====

Which one is most stable, and which one is least stable? #b is the most stable of them, while #c is the least stable.